[1]
Here is a structure of composition C31H35Cl3GeNiOSSbTe from the Open Molecules 2025 dataset. Energies are from ωB97M-V/def2-TZVPD.

Geometry as XYZ:
```
75
Properties=species:S:1:pos:R:3:forces:R:3:mulliken_charge:R:1
Ni -0.519641 0.126827 -0.266520 0.1 -0.4 0.0 0.612
C -1.162720 9.149809 -1.777314 0.0 0.0 0.0 -1.487
C -1.022526 7.669365 -1.563953 0.0 0.0 0.0 0.603
C -0.750553 6.813095 -2.622776 -0.1 0.0 0.0 -1.003
C -0.601412 5.445820 -2.444528 0.1 -0.1 0.1 0.946
C -0.316639 4.593490 -3.654105 0.0 0.0 -0.1 -1.871
C -0.741209 4.911773 -1.147807 0.7 0.2 0.2 -0.365
Te -0.510226 2.788866 -1.059732 -0.4 -0.3 0.4 0.665
C -1.047312 5.755412 -0.068797 0.0 0.0 -0.2 1.559
C -1.253651 5.264491 1.328314 -0.2 -0.1 0.1 -1.793
C -1.173546 7.121333 -0.301214 -0.1 -0.1 0.0 -0.751
H -1.091016 9.405964 -2.833216 0.0 0.0 0.0 0.347
H -0.382726 9.694625 -1.242661 0.0 0.0 0.0 0.325
H -2.123628 9.507190 -1.404651 0.0 0.0 0.0 0.349
H -0.652963 7.220805 -3.622508 0.0 0.0 0.0 0.251
H -0.348388 5.202407 -4.556497 0.0 0.0 0.0 0.367
H -1.047960 3.792968 -3.777093 0.0 0.0 0.0 0.352
H 0.668752 4.129442 -3.588325 0.0 0.0 0.0 0.369
H -1.631908 4.241729 1.335120 0.0 0.0 0.0 0.356
H -1.967019 5.901671 1.850780 0.0 0.0 0.0 0.441
H -0.326269 5.283859 1.894695 0.0 0.0 0.1 0.332
H -1.411592 7.772012 0.533559 0.0 0.0 0.0 0.397
Cl -3.201400 -2.198805 -1.839026 0.0 0.0 0.1 -0.351
Ge -2.754461 -0.311771 -0.748633 -0.2 0.3 -0.3 0.700
Cl -4.415269 -0.346746 0.721913 0.0 0.0 0.0 -0.381
Cl -3.533749 1.190029 -2.225146 0.0 -0.1 0.1 -0.454
S 0.713159 -1.306314 -1.607428 0.1 0.1 0.0 -0.639
Sb 0.374591 -3.223732 -0.433304 0.1 -0.1 0.0 1.581
C -0.730946 -4.679316 -1.455835 0.0 0.0 0.0 0.387
C -0.578444 -4.795291 -2.831444 0.0 0.1 0.0 -0.581
C -1.313791 -5.744483 -3.523118 0.0 0.0 0.0 -0.674
C -2.203834 -6.563377 -2.841766 0.0 0.0 0.0 -0.390
C -2.363641 -6.435259 -1.470247 0.0 0.0 0.0 -0.693
C -1.625883 -5.490859 -0.771873 0.0 0.0 0.1 -0.296
C 2.267283 -4.105912 -0.141150 0.0 0.0 0.0 0.288
C 2.608939 -5.273362 -0.811672 0.0 -0.1 0.0 -0.499
C 3.883092 -5.807545 -0.668556 0.0 0.0 0.0 -0.637
C 4.811745 -5.178411 0.145583 0.0 0.0 0.0 -0.474
C 4.473349 -4.010269 0.815516 0.0 0.0 0.0 -0.770
C 3.205936 -3.470723 0.667432 0.0 0.1 0.0 -0.077
C -0.455871 -3.117792 1.499087 0.0 -0.1 0.0 0.658
C 0.262492 -3.592425 2.591917 0.1 0.0 0.0 -0.442
C -0.304402 -3.549549 3.858901 0.0 0.0 0.0 -0.655
C -1.582589 -3.038271 4.032940 0.0 0.0 0.0 -0.545
C -2.305438 -2.580335 2.939914 0.0 0.0 0.0 -0.847
C -1.745671 -2.625372 1.673155 0.0 0.0 -0.1 -0.234
H 0.088878 -4.129372 -3.367041 0.0 0.0 0.0 0.388
H -1.204869 -5.833650 -4.595902 0.0 0.0 0.0 0.391
H -2.783026 -7.298661 -3.384909 0.0 0.0 0.0 0.384
H -3.072428 -7.061215 -0.944303 0.0 0.0 0.0 0.385
H -1.761893 -5.383401 0.298294 0.0 0.0 0.0 0.400
H 1.884763 -5.772897 -1.445100 0.0 0.0 0.0 0.385
H 4.147660 -6.715733 -1.194151 0.0 0.0 0.0 0.396
H 5.804969 -5.594184 0.253847 0.0 0.0 0.0 0.375
H 5.199317 -3.517255 1.448880 0.0 0.0 0.0 0.416
H 2.957586 -2.543735 1.174392 0.0 0.0 0.0 0.266
H 1.260616 -3.994369 2.466690 0.0 0.0 0.0 0.440
H 0.254854 -3.918359 4.708905 0.0 0.0 0.0 0.394
H -2.018226 -3.000607 5.023016 0.0 0.0 0.0 0.384
H -3.306189 -2.186718 3.062074 0.0 0.0 0.0 0.422
H -2.333265 -2.291984 0.826250 0.1 -0.1 0.1 0.016
C 0.773938 2.865586 2.391278 -0.1 -0.1 0.0 -2.158
C 1.312013 1.703020 1.586226 0.2 0.0 0.2 2.794
C 0.984211 0.379297 2.278184 0.0 0.0 -0.1 -2.238
C 2.818363 1.847309 1.393754 0.0 0.0 -0.1 -1.819
O 0.711065 1.643966 0.283476 -0.1 0.7 -0.4 -0.656
H 1.245869 2.903873 3.374250 0.0 0.0 0.0 0.414
H -0.303981 2.778641 2.525680 0.0 0.0 0.0 0.403
H 0.992798 3.795197 1.871195 0.1 0.1 0.0 0.455
H 1.313660 0.402079 3.318734 0.0 0.0 0.0 0.594
H 1.481329 -0.452193 1.772978 0.0 0.0 0.0 0.258
H -0.096585 0.192596 2.266765 0.0 0.0 0.0 0.358
H 3.348682 1.709138 2.337882 0.0 0.0 0.0 0.394
H 3.061747 2.835634 1.001168 0.0 0.0 0.0 0.403
H 3.167098 1.100934 0.679555 0.0 0.0 0.0 0.379
```
Forces are in eV/Å.

Values from the calculation:
M	942.71	g/mol
multiplicity	2
HOMO-LUMO gap (spin up / spin down)	6.45 / 6.64	eV
energy relative to the best compared isomer or geometry (same formula, charge and spin)	23.6	kcal per mole
HOMO energy (spin up / spin down)	-0.275 / -0.282	Ha
total energy	-7149.83532	a.u.


[2]
Here is a structure of composition C39H68FeO37Rb in a non-equilibrium geometry from the Open Molecules 2025 dataset. Energies are from ωB97M-V/def2-TZVPD.

Geometry as XYZ:
```
146
Properties=species:S:1:pos:R:3:forces:R:3:mulliken_charge:R:1
Fe -4.943380 -35.787860 14.269470 3.7 0.7 1.5 1.120
Rb 2.688260 -34.288800 19.384700 0.2 0.4 0.2 0.812
C -1.180640 -35.131720 16.453420 0.0 1.4 1.0 -0.226
C -0.167690 -34.457520 17.256730 0.3 1.4 1.0 0.239
C -0.707590 -33.427330 18.395340 0.9 0.8 1.7 0.717
O 0.112410 -32.878790 19.228150 -1.3 -1.8 -2.7 -0.578
C -2.105080 -33.155430 18.448830 3.8 -0.5 0.8 -0.452
C -2.985930 -33.828030 17.673310 -5.3 3.0 -1.4 0.271
C -2.532500 -34.774820 16.558190 2.1 -2.3 -0.4 -0.612
O -3.277460 -35.461040 15.730010 -2.7 0.3 -1.1 0.374
O -4.212430 -33.371990 17.709470 2.4 -2.7 -1.0 -0.812
O 1.061800 -34.552950 17.121950 -1.6 -0.4 0.0 -0.762
H -0.792630 -35.847210 15.743550 -0.3 0.0 -0.3 0.439
H -2.393840 -32.389370 19.153220 -0.4 -0.1 -0.1 0.693
C 1.872140 -35.330420 14.211660 -0.5 -2.1 -0.2 -0.353
O 1.595360 -36.159890 13.034070 -0.4 1.7 -0.4 -0.226
C 2.115090 -37.354120 12.931950 0.8 -0.5 0.2 0.752
O 2.661720 -37.980470 13.793010 0.3 -0.3 0.9 -0.587
O 1.963310 -37.781540 11.693300 -0.3 1.6 -1.3 -0.339
C 2.513350 -39.001120 11.295610 0.0 -1.4 0.0 -0.715
H 1.637070 -35.994090 15.043760 0.1 0.6 0.3 0.220
H 1.152340 -34.515960 14.130210 0.5 0.1 0.1 -0.018
H 2.931630 -35.080060 14.265490 -0.2 0.3 -0.2 0.401
H 1.783740 -39.726360 11.655870 0.6 -0.7 -0.2 0.297
H 3.530780 -39.212790 11.624440 -0.2 0.2 0.7 0.316
H 2.614530 -39.061340 10.211990 -0.6 0.5 0.0 0.236
C -5.145720 -30.916260 19.920490 1.2 0.0 -1.4 -0.463
O -5.823170 -29.742450 20.259060 -3.0 2.3 0.6 -0.342
C -6.873850 -29.367910 19.426690 0.1 -2.6 0.0 0.785
O -7.360580 -30.097130 18.578740 0.9 1.0 0.6 -0.576
O -7.349410 -28.179200 19.754380 1.0 0.4 1.8 -0.316
C -8.144130 -27.481320 18.834840 -0.2 -0.2 -1.6 -0.701
H -5.730700 -31.833370 19.851110 -0.3 0.3 -0.4 0.201
H -4.298780 -31.096050 20.582660 -0.3 0.5 0.5 0.257
H -4.685920 -30.541070 19.006210 0.3 -1.5 -0.7 0.274
H -8.559050 -26.551020 19.222770 0.2 -0.4 0.6 0.250
H -8.930040 -28.123830 18.437820 -0.1 0.1 0.1 0.317
H -7.484100 -27.212080 18.010230 -0.2 0.1 -0.3 0.288
C -4.332490 -26.950780 19.118060 -0.3 -0.1 0.3 -0.719
O -3.542580 -27.947640 19.753740 1.5 -1.1 0.2 -0.303
C -2.444340 -28.382170 19.107550 1.3 1.9 -3.0 0.715
O -2.042470 -27.922770 17.998330 -1.4 -1.6 3.7 -0.590
O -1.790700 -29.324500 19.825480 -2.5 0.8 0.4 -0.172
C -0.482160 -29.573440 19.472890 2.2 -0.6 -1.1 0.110
H -4.654820 -27.358120 18.159800 0.0 0.5 -0.1 0.282
H -3.813960 -25.993230 19.069910 0.2 -0.2 -0.5 0.419
H -5.171840 -26.800560 19.797060 -0.1 -0.2 -0.2 0.179
H -0.044730 -30.416440 20.007780 -0.6 0.2 0.7 -0.486
H 0.129640 -28.684460 19.626260 0.1 0.0 -0.1 0.522
H -0.360750 -29.932010 18.450740 -0.4 0.5 -0.4 0.073
C -1.255800 -27.480180 13.451330 0.7 1.7 -0.4 -0.701
O -1.049980 -28.868960 13.218750 -2.7 5.5 -6.2 -0.383
C -0.893640 -29.679130 14.118800 2.8 -0.3 3.7 0.848
O -0.352190 -29.376080 15.132120 0.4 -0.8 3.1 -0.518
O -1.163260 -30.827580 13.643370 -1.6 -4.7 -1.2 -0.348
C -0.909850 -32.013230 14.375140 0.3 -0.4 1.2 0.186
H -0.458620 -26.977020 13.998530 0.1 -0.7 0.5 0.295
H -2.211710 -27.149760 13.857700 -0.1 -1.0 0.5 0.315
H -1.226920 -26.937400 12.506520 0.1 -0.7 -0.5 0.279
H -1.691910 -32.311690 15.073280 -0.4 0.7 0.1 0.361
H -0.010900 -31.890970 14.979320 0.1 -0.1 -0.2 -0.076
H -0.842520 -32.902070 13.747820 0.4 0.5 -0.6 -0.221
C 2.910520 -38.103500 22.518370 1.6 1.2 0.8 -0.646
O 1.586090 -38.162100 22.113790 -1.8 -0.9 -0.7 -0.340
C 1.071070 -37.111140 21.469930 -1.2 -2.9 -0.2 0.572
O 1.576520 -36.040540 21.512910 -0.1 1.9 -0.9 -0.463
O -0.053370 -37.573980 20.786580 3.7 -1.2 2.8 -0.314
C -0.745530 -36.734720 19.990060 -1.8 2.1 -0.8 0.593
H 3.253020 -39.042990 22.952150 -0.5 -0.1 -0.4 0.255
H 3.061870 -37.344960 23.286350 -0.2 0.1 0.2 0.266
H 3.554400 -37.783810 21.699020 0.1 -0.3 -0.2 0.286
H -1.037500 -35.842290 20.543590 -0.1 0.3 0.0 -0.195
H -1.664220 -37.269280 19.748490 0.1 0.1 -0.4 0.065
H -0.198510 -36.400000 19.108680 0.1 -0.2 -0.2 -0.001
C -5.581940 -36.734870 19.271030 0.3 0.4 0.0 -0.641
O -6.221880 -36.313610 20.479500 1.6 -1.5 -1.1 -0.290
C -6.939990 -35.211450 20.456280 2.3 2.7 -3.7 0.933
O -6.859410 -34.248160 19.693210 -0.1 -1.6 0.3 -0.636
O -7.641320 -35.294990 21.469220 -4.8 -0.2 5.4 -0.332
C -8.847160 -34.501900 21.666090 0.7 0.4 0.2 -0.652
H -6.281120 -37.399110 18.763070 0.1 0.1 -0.3 0.358
H -4.667040 -37.285920 19.488720 -0.2 -0.1 0.4 0.199
H -5.293200 -35.864800 18.681370 -0.3 0.1 -0.2 0.232
H -8.546700 -33.454510 21.694180 -0.4 0.1 -0.9 0.271
H -9.297520 -34.639800 22.649070 0.7 -0.8 0.2 0.248
H -9.607700 -34.843610 20.964000 0.3 0.6 -0.4 0.301
C -1.134170 -35.318970 25.767170 0.2 -2.5 1.9 -0.783
O -1.683610 -34.458370 24.844460 -0.9 1.1 -1.4 -0.322
C -2.522970 -34.961260 23.911420 0.2 -1.5 -1.8 0.857
O -2.777940 -36.149590 23.721250 0.2 2.3 0.6 -0.617
O -2.904010 -33.942140 23.096580 1.3 0.7 1.2 -0.327
C -3.635510 -34.160060 21.895860 -0.7 -1.6 0.4 0.092
H -1.558510 -36.320710 25.699760 -0.3 0.1 -0.2 0.342
H -1.309880 -35.009370 26.797400 -0.3 0.5 -0.2 0.305
H -0.065380 -35.530110 25.732210 0.2 0.8 -0.8 0.264
H -3.934090 -33.244190 21.385840 0.2 0.2 0.7 -0.033
H -4.493290 -34.736960 22.241540 -0.4 0.0 -0.7 0.403
H -3.086360 -34.765510 21.174770 0.2 -0.1 0.1 -0.149
C -2.394790 -38.549360 16.305250 -1.2 1.3 -0.5 -0.335
O -2.311100 -39.836630 16.829470 0.8 -1.0 -1.5 -0.399
C -2.539950 -40.083520 18.080070 -1.7 2.1 4.3 0.787
O -3.044670 -39.263490 18.897420 1.6 -2.1 -2.4 -0.531
O -2.179720 -41.324970 18.382450 -0.7 0.4 -1.5 -0.404
C -1.958810 -41.669830 19.724190 1.8 -0.2 1.1 -0.674
H -2.497440 -38.616820 15.222200 0.5 -0.4 0.0 0.083
H -1.565090 -37.886300 16.550260 0.1 -0.3 0.2 0.352
H -3.329030 -38.055840 16.573100 0.1 0.1 0.6 0.170
H -0.897280 -41.472340 19.873340 0.1 0.4 0.4 0.295
H -1.950380 -42.754250 19.834010 -1.0 0.1 -0.2 0.265
H -2.510950 -41.110020 20.479080 -0.4 -0.2 -0.4 0.309
C 5.411570 -29.623600 15.853270 -0.8 1.3 -0.1 -0.654
O 5.482230 -30.941010 16.374700 0.2 0.1 -0.7 -0.330
C 4.410610 -31.574630 16.794340 -0.2 -1.1 1.7 0.689
O 4.541670 -32.644680 17.370840 -0.8 0.6 -0.7 -0.507
O 3.269400 -30.891870 16.663770 1.8 0.9 -1.2 -0.435
C 2.053940 -31.470390 16.960220 -1.8 -0.6 0.8 0.949
H 6.221210 -29.433020 15.148800 0.2 -0.4 0.4 0.284
H 5.393990 -28.909890 16.676920 0.6 0.0 0.1 0.282
H 4.488550 -29.362170 15.335780 -0.1 -0.7 -0.2 0.285
H 1.289340 -30.694120 16.930130 0.3 0.3 0.1 0.010
H 2.049200 -31.901480 17.961340 0.0 -0.1 -0.1 -0.188
H 1.711130 -32.209910 16.236550 0.6 -0.3 0.0 -0.405
C 4.729520 -32.062400 24.264890 0.1 -0.5 -0.5 -0.655
O 3.317960 -32.298080 24.101630 -0.4 0.1 0.0 -0.346
C 2.694310 -32.400630 22.916180 1.6 0.0 -0.9 0.703
O 3.249980 -32.438830 21.813140 -1.1 0.0 1.6 -0.574
O 1.395160 -32.474330 23.170120 1.9 -0.1 2.1 -0.312
C 0.508710 -32.560780 22.156290 -2.7 -0.6 -2.6 -0.039
H 5.335170 -32.891930 23.899940 -0.2 -0.1 -0.4 0.302
H 4.922670 -32.039790 25.337400 -0.4 0.3 -0.1 0.243
H 5.060320 -31.150810 23.767230 -0.2 0.0 0.1 0.294
H -0.456750 -32.954420 22.474150 0.0 0.3 1.0 0.158
H 0.698640 -33.313850 21.391490 0.9 0.4 -0.1 -0.052
H 0.283640 -31.590220 21.714190 0.3 -0.1 -0.2 0.150
C -1.573030 -38.361680 12.527980 0.4 -1.7 -1.6 -0.977
O -1.280760 -37.029250 12.055830 -3.0 1.6 1.1 -0.208
C -2.235270 -36.046070 12.214600 2.4 0.4 0.3 0.690
O -3.294130 -36.131150 12.877300 0.2 0.1 -0.8 -0.697
O -1.706360 -34.943690 11.642480 -0.6 -1.5 0.3 -0.256
C -2.378120 -33.664050 11.654800 -1.3 -0.4 0.8 -0.717
H -1.223060 -38.971530 11.695090 0.3 0.0 0.0 0.369
H -2.603480 -38.715480 12.561090 -0.3 1.0 0.4 0.424
H -1.004730 -38.743710 13.376020 0.0 1.0 0.3 0.355
H -3.179470 -33.654530 10.915980 0.1 -0.1 -0.1 0.374
H -1.712220 -32.816680 11.491530 0.4 -0.6 -0.1 0.246
H -2.818970 -33.574740 12.647660 -0.1 0.4 0.0 0.276
```
Forces are in eV/Å.

Values from the calculation:
M	1270.25	g/mol
multiplicity	5
HOMO-LUMO gap (spin up / spin down)	3.47 / 3.26	eV
energy relative to the best compared isomer or geometry (same formula, charge and spin)	108.9	kcal per mole
total charge	+1
HOMO energy (spin up / spin down)	-0.354 / -0.353	Ha
total energy	-5598.05567	a.u.


[3]
Here is an isolated molecule of CH5N5 in a non-equilibrium geometry from the Open Molecules 2025 dataset. Energies are from ωB97M-V/def2-TZVPD.

Geometry as XYZ:
```
11
Properties=species:S:1:pos:R:3:forces:R:3:mulliken_charge:R:1
C -1.321845 1.183104 -0.191954 1.0 2.6 0.4 -0.191
N 0.738896 0.583991 0.125320 0.1 2.2 0.0 -0.318
N 1.346445 -1.591530 0.057853 2.5 -1.5 0.3 -1.010
N -0.382292 1.328194 0.659824 1.2 -0.6 -0.3 -0.412
N 0.480039 -0.707999 -0.085377 -1.0 -0.7 0.9 1.323
N -0.713373 -0.999187 -0.331929 -1.7 -1.3 -0.5 -0.846
H -1.059275 0.923101 -1.173967 -0.4 -0.5 -1.1 0.335
H -2.174233 1.814968 -0.048387 -0.9 -0.4 0.5 0.335
H 1.660286 0.656271 0.539226 -0.5 0.5 0.4 0.280
H 2.166950 -1.210543 0.535222 -0.1 0.0 -0.2 0.216
H -0.741597 -1.980369 -0.085831 -0.3 -0.4 -0.4 0.288
```
Forces are in eV/Å.

Values from the calculation:
M	87.09	g/mol
HOMO-LUMO gap	10.22	eV
energy relative to the best compared isomer or geometry (same formula, charge and spin)	84.8	kcal per mole
HOMO energy	-0.337	Ha
total energy	-314.67906	a.u.